Record 1
Density functional theory data (ωB97M-V with the def2-TZVPD basis set) for a cluster of 8 separate species, C33H61NO7 in total.

Calculated values
Relative energy (zero: lowest compared OMol25 entry of this formula, charge and spin), eV: 0.0000
Structure (SMILES): c1ccncc1.C1CCOC1.C1CCOC1.C1CCOC1.C1CCOC1.C1CCOC1.C1CCOC1.C1CCOC1
Multiplicity: 1

Element x y z (Å)
1 C 17.7800 -17.6532 -11.1644
2 C 19.1038 -17.4744 -11.5109
3 C 20.0187 -18.1699 -10.7305
4 N 19.7753 -18.8479 -9.5701
5 C 18.4750 -18.9034 -9.1983
6 C 17.4812 -18.3603 -9.9967
7 H 16.9807 -17.1640 -11.7014
8 H 19.3949 -16.9496 -12.4088
9 H 21.0424 -18.0739 -11.0610
10 H 18.1634 -19.4173 -8.3010
11 H 16.4687 -18.4872 -9.6428
12 C 12.5263 -15.2054 -9.8128
13 C 13.2407 -16.5998 -9.7854
14 C 13.8647 -16.6037 -11.1790
15 O 14.3053 -15.3205 -11.3770
16 C 13.3576 -14.3762 -10.8328
17 H 12.5497 -14.7694 -8.8140
18 H 11.4696 -15.2847 -10.0682
19 H 12.4738 -17.3442 -9.5712
20 H 14.0632 -16.6072 -9.0702
21 H 13.1520 -16.8884 -11.9531
22 H 14.7026 -17.3006 -11.1977
23 H 12.6975 -14.0642 -11.6422
24 H 13.9661 -13.5778 -10.4081
25 C 22.0925 -21.7880 -7.0024
26 C 21.4850 -23.0973 -6.7688
27 C 21.5617 -23.7512 -8.1655
28 O 22.0048 -22.6905 -9.0687
29 C 21.8489 -21.4471 -8.4454
30 H 23.1565 -21.8696 -6.7805
31 H 21.6798 -21.0232 -6.3445
32 H 20.4570 -23.0986 -6.4064
33 H 21.9453 -23.6964 -5.9831
34 H 20.5408 -24.0706 -8.3749
35 H 22.2760 -24.5721 -8.2283
36 H 20.8318 -21.0953 -8.6186
37 H 22.5052 -20.6486 -8.7915
38 C 15.2223 -19.3867 -15.1205
39 C 14.8225 -18.1520 -15.8316
40 C 14.5601 -17.1454 -14.7246
41 O 15.5937 -17.5297 -13.8094
42 C 15.7040 -18.9242 -13.7281
43 H 15.9637 -19.9828 -15.6526
44 H 14.3976 -20.0918 -15.0161
45 H 14.0137 -18.2924 -16.5487
46 H 15.7297 -17.9115 -16.3860
47 H 13.5914 -17.2455 -14.2351
48 H 14.6578 -16.1530 -15.1647
49 H 15.1148 -19.2359 -12.8657
50 H 16.7019 -19.3248 -13.5499
51 C 19.7610 -19.0021 -5.3797
52 C 19.3090 -19.9258 -4.2444
53 C 17.8360 -20.1506 -4.5662
54 O 17.5082 -19.0903 -5.4802
55 C 18.5790 -18.1800 -5.5517
56 H 19.9801 -19.6315 -6.2422
57 H 20.6450 -18.4173 -5.1255
58 H 19.4623 -19.3588 -3.3263
59 H 19.9781 -20.7845 -4.1904
60 H 17.1169 -20.0970 -3.7489
61 H 17.5860 -21.0922 -5.0550
62 H 18.4675 -17.4105 -4.7878
63 H 18.5706 -17.6615 -6.5104
64 C 19.4012 -13.1623 -9.5314
65 C 18.4661 -14.3862 -9.7257
66 C 19.1441 -15.3476 -8.7239
67 O 19.6834 -14.5450 -7.6743
68 C 19.5859 -13.1839 -7.9947
69 H 18.9777 -12.2505 -9.9526
70 H 20.3819 -13.2494 -9.9990
71 H 18.4328 -14.6867 -10.7729
72 H 17.4153 -14.2227 -9.4868
73 H 20.0276 -15.8270 -9.1454
74 H 18.5355 -16.1713 -8.3507
75 H 20.4135 -12.5875 -7.6108
76 H 18.7012 -12.7932 -7.4919
77 C 18.0735 -13.7595 -14.1565
78 C 16.8778 -14.4075 -13.5436
79 C 15.8903 -13.3286 -13.3597
80 O 16.4698 -12.1988 -14.0670
81 C 17.4075 -12.6802 -14.9895
82 H 18.6306 -14.4299 -14.8110
83 H 18.7276 -13.3776 -13.3726
84 H 17.0266 -15.0112 -12.6484
85 H 16.4586 -15.0813 -14.2909
86 H 15.8103 -13.1137 -12.2941
87 H 14.9272 -13.4892 -13.8442
88 H 18.0950 -11.9063 -15.3311
89 H 16.9167 -13.0184 -15.9021
90 C 23.0194 -12.8554 -11.7707
91 C 21.8266 -13.6026 -12.4714
92 C 21.8109 -15.0277 -11.9885
93 O 23.0616 -15.0579 -11.2193
94 C 23.3690 -13.7533 -10.6657
95 H 22.9755 -11.8594 -11.3300
96 H 23.8224 -12.7423 -12.4990
97 H 21.9095 -13.4266 -13.5439
98 H 20.9120 -13.0896 -12.1739
99 H 21.9454 -15.7280 -12.8128
100 H 20.9645 -15.3274 -11.3705
101 H 24.4357 -13.7545 -10.4412
102 H 22.7391 -13.6173 -9.7866


Record 2
Density functional theory data (ωB97M-V with the def2-TZVPD basis set) for a cluster of 4 separate species, C33H62N5O7 in total.

Calculated values
Relative energy (zero: lowest compared OMol25 entry of this formula, charge and spin), eV: 5.9949
Charge: +1
Multiplicity: 1

Element x y z (Å)
1 N -7.5206 5.8214 -4.9103
2 C -6.0823 5.4993 -5.2240
3 C -6.0939 4.2059 -6.2067
4 C -4.8037 3.2748 -6.0524
5 C -3.6354 3.5325 -7.0734
6 C -2.3426 2.6624 -6.9812
7 C -2.2434 1.5672 -5.8638
8 C -3.4627 1.3925 -4.9353
9 C -3.4890 0.2959 -3.7671
10 C -2.1570 -0.6423 -3.7987
11 O -2.0294 -1.5875 -4.6109
12 C -1.0314 -0.2293 -2.7104
13 C 0.1042 0.7698 -3.0820
14 C 1.1208 1.1586 -1.9765
15 C 1.0240 0.5940 -0.5333
16 C -0.1072 -0.4193 -0.2106
17 C -1.1540 -0.8408 -1.2899
18 N -4.6568 2.2302 -5.0530
19 H -7.9905 4.9861 -4.5273
20 H -7.5815 6.5587 -4.1917
21 H -5.7031 6.3997 -5.8434
22 H -5.4587 5.3363 -4.2749
23 H -6.0796 4.6325 -7.2815
24 H -7.0445 3.5837 -6.0999
25 H -3.7704 4.3671 -7.8540
26 H -1.4570 2.7795 -7.6908
27 H -1.2749 0.9747 -5.8082
28 H -3.5065 0.8886 -2.7712
29 H -4.4396 -0.3580 -3.7753
30 H 0.2022 1.2151 -4.1227
31 H 1.9293 1.9171 -2.2562
32 H 1.7707 0.9222 0.2786
33 H -0.2131 -0.8435 0.8437
34 H -1.9596 -1.5859 -0.9614
35 H -5.4534 2.1184 -4.4016
36 C -1.2341 3.7459 -1.0813
37 O -2.0088 4.4719 -0.1398
38 C -1.6469 4.2031 1.2172
39 C -0.9620 5.4168 1.8464
40 N 0.3724 5.6269 1.2867
41 C 0.9702 6.9159 1.6447
42 C 0.2558 8.1909 1.1687
43 O 0.2803 8.3767 -0.2427
44 C -0.7371 7.6865 -0.9484
45 H -1.6915 3.8728 -2.0653
46 H -0.2123 4.1300 -1.1270
47 H -1.2220 2.6779 -0.8426
48 H -1.0329 3.2999 1.3095
49 H -2.5824 4.0186 1.7558
50 H -0.8772 5.2616 2.9274
51 H -1.6070 6.2851 1.6742
52 H 0.3172 5.5763 0.2750
53 H 1.9798 6.9201 1.2228
54 H 1.0872 6.9575 2.7338
55 H 0.8048 9.0406 1.5875
56 H -0.7648 8.2757 1.5572
57 H -1.6612 7.5962 -0.3721
58 H -0.3785 6.7016 -1.2569
59 H -0.9557 8.2473 -1.8598
60 C 0.9328 -7.7375 0.5906
61 O 2.2516 -7.3207 0.2715
62 C 2.5903 -7.5140 -1.1034
63 C 2.7076 -6.1715 -1.8264
64 N 1.4001 -5.5386 -1.9956
65 C 1.4698 -4.1424 -2.4325
66 C 2.1579 -3.1360 -1.4965
67 O 1.4550 -2.9011 -0.2814
68 C 1.7108 -3.8495 0.7446
69 H 0.8273 -7.7213 1.6770
70 H 0.1921 -7.0563 0.1645
71 H 0.7467 -8.7577 0.2419
72 H 1.8893 -8.1862 -1.6109
73 H 3.5727 -7.9975 -1.1149
74 H 3.1585 -6.3319 -2.8118
75 H 3.3825 -5.5394 -1.2391
76 H 0.9032 -5.5670 -1.1115
77 H 0.4379 -3.8096 -2.5824
78 H 1.9550 -4.1062 -3.4149
79 H 2.1748 -2.1727 -2.0185
80 H 3.2060 -3.3865 -1.3007
81 H 2.7292 -4.2438 0.7086
82 H 0.9810 -4.6609 0.6938
83 H 1.5701 -3.3532 1.7072
84 C 1.8786 -3.0071 8.8029
85 O 3.1999 -2.7277 8.3658
86 C 4.0407 -3.8828 8.3288
87 C 4.3611 -4.2739 6.8856
88 N 3.1866 -4.8188 6.2056
89 C 3.3521 -4.9592 4.7572
90 C 3.5901 -3.6801 3.9386
91 O 2.4690 -2.8006 3.8999
92 C 2.3642 -1.9273 5.0138
93 H 1.3702 -2.0557 8.9702
94 H 1.3233 -3.5631 8.0435
95 H 1.8846 -3.5644 9.7444
96 H 3.6142 -4.7221 8.8896
97 H 4.9757 -3.6008 8.8240
98 H 5.1571 -5.0264 6.8851
99 H 4.7352 -3.3786 6.3773
100 H 2.3949 -4.2072 6.3740
101 H 2.4388 -5.4319 4.3828
102 H 4.1695 -5.6637 4.5645
103 H 3.7583 -3.9902 2.9019
104 H 4.4974 -3.1459 4.2397
105 H 3.3386 -1.6396 5.4153
106 H 1.7472 -2.3828 5.7912
107 H 1.8483 -1.0221 4.6858


no.,molecular weight (g/mol),HOMO energy (eV),DFT total energy (Eh)
1,583.9,-9.145,-1875.22915
2,640.9,-9.860,-2094.37956